ORCA calculation (the ωB97M-V functional and the def2-TZVPD basis) on 13 unconnected molecules or ions with the total composition C51H83N11O8 at a distorted geometry.

Last column: Mulliken charge in e.
Positions of all 153 atoms, in Å:
1 C -28.0106 -20.4850 4.2626  -0.51
2 C -26.8902 -19.9162 3.4134  0.38
3 C -27.5957 -18.7056 2.7474  0.71
4 O -28.8138 -18.4800 3.4368  -0.50
5 C -28.7779 -19.2418 4.6391  -0.29
6 H -27.6225 -21.0584 5.1147  0.17
7 H -28.5990 -21.2099 3.7011  0.31
8 H -26.4951 -20.6138 2.6749  0.45
9 H -26.0067 -19.5305 3.9272  -0.57
10 H -27.7230 -18.8500 1.6729  0.36
11 H -27.0143 -17.7863 2.8556  -0.85
12 H -29.7826 -19.4738 4.9871  0.36
13 H -28.2526 -18.6479 5.4015  0.05
14 C -25.7450 -13.5205 9.8593  0.00
15 C -25.7358 -14.2170 11.2133  -0.43
16 C -27.2323 -14.1423 11.5288  -0.65
17 O -27.8752 -14.3820 10.2731  -0.48
18 C -27.1349 -13.7234 9.2465  -0.11
19 H -24.9404 -13.8185 9.1806  -0.05
20 H -25.4771 -12.4736 10.0596  0.28
21 H -25.1128 -13.7250 11.9544  0.44
22 H -25.4793 -15.2736 11.1264  0.14
23 H -27.5651 -13.1430 11.8496  0.28
24 H -27.6111 -14.8572 12.2545  0.35
25 H -27.6108 -12.7777 8.9893  0.19
26 H -27.0322 -14.4131 8.4116  0.02
27 C -22.1484 -24.0558 4.3124  -0.89
28 C -22.2727 -22.7845 3.5202  0.69
29 O -21.8302 -22.6962 2.3805  -0.67
30 N -22.8571 -21.7389 4.1465  0.13
31 C -23.0512 -20.4304 3.5572  -0.67
32 H -22.3147 -23.9152 5.3845  0.12
33 H -21.1633 -24.5016 4.1956  0.34
34 H -22.8654 -24.7972 3.9565  0.25
35 H -23.1481 -21.8178 5.1041  0.04
36 H -23.5854 -19.8256 4.2875  -0.19
37 H -23.6107 -20.5361 2.6283  0.50
38 H -22.1352 -19.8611 3.3926  0.25
39 C -21.1667 -16.5976 -0.9817  -1.50
40 C -22.6345 -16.2608 -0.8750  0.94
41 O -23.1807 -15.5701 -1.7636  -0.74
42 N -23.3402 -16.7156 0.1847  0.41
43 C -22.9143 -17.7244 1.1428  -1.08
44 H -20.9911 -17.6570 -1.1582  0.38
45 H -20.6466 -16.2622 -0.0808  0.29
46 H -20.7647 -16.0343 -1.8173  0.37
47 H -24.3259 -16.4411 0.1752  0.11
48 H -22.0574 -18.2528 0.7254  0.42
49 H -23.7017 -18.4422 1.3662  0.19
50 H -22.6454 -17.3003 2.1152  0.22
51 C -28.3333 -12.6234 3.3504  0.46
52 C -29.7385 -12.4341 2.8536  0.20
53 O -30.6929 -12.6006 3.5808  -0.67
54 N -29.9087 -12.0751 1.5606  -0.14
55 C -31.2437 -11.9621 0.9656  -0.96
56 H -27.7976 -13.2964 2.6750  -0.37
57 H -28.3950 -13.0854 4.3303  0.09
58 H -27.7285 -11.7260 3.4671  0.16
59 H -29.1654 -12.0547 0.8885  0.27
60 H -31.1251 -11.3316 0.0827  0.37
61 H -31.9576 -11.4368 1.5986  0.30
62 H -31.6763 -12.9463 0.7618  0.28
63 C -23.3489 -12.5698 -3.9307  -1.09
64 C -23.6461 -11.8871 -2.6023  0.79
65 O -23.8212 -10.6711 -2.5641  -0.69
66 N -23.6637 -12.7036 -1.5247  0.21
67 C -23.9229 -12.1989 -0.2125  -0.92
68 H -23.6691 -13.6184 -3.9489  0.24
69 H -22.2751 -12.6434 -4.1051  0.24
70 H -23.8693 -12.0005 -4.6920  0.35
71 H -23.5713 -13.7062 -1.6372  0.10
72 H -24.0459 -11.1206 -0.2086  0.39
73 H -23.0782 -12.4507 0.4276  0.29
74 H -24.8396 -12.6049 0.2257  0.20
75 C -25.2541 -17.1260 6.0296  1.21
76 C -24.8684 -16.7134 4.6274  0.10
77 O -24.4235 -17.5582 3.8295  0.10
78 N -25.0275 -15.4216 4.2931  0.86
79 C -24.5738 -14.9200 3.0131  0.26
80 H -26.2188 -17.6413 5.9653  -0.50
81 H -25.4544 -16.2480 6.6547  -0.14
82 H -24.5136 -17.7703 6.4808  -0.74
83 H -25.4077 -14.6940 4.9120  0.03
84 H -24.8539 -15.5439 2.1704  -0.60
85 H -23.4940 -14.7408 2.9624  0.32
86 H -25.0599 -13.9518 2.8606  -0.40
87 C -26.8365 -11.1813 6.5646  -1.89
88 C -25.8620 -12.2309 6.1025  0.80
89 O -26.2341 -13.2874 5.6218  -0.94
90 N -24.5522 -11.9490 6.2391  0.30
91 C -24.0089 -10.8022 6.8658  -1.19
92 H -26.6068 -10.1927 6.1682  0.52
93 H -26.8362 -11.0829 7.6512  0.43
94 H -27.8417 -11.4457 6.2504  0.34
95 H -23.9190 -12.6038 5.8097  0.21
96 H -23.7099 -10.9392 7.9124  0.27
97 H -24.6916 -9.9572 6.8988  0.44
98 H -23.1082 -10.4339 6.3728  0.34
99 N -23.5253 -20.7900 7.2048  0.10
100 C -24.8431 -20.8424 7.3201  0.20
101 C -25.5260 -21.9523 7.8194  -0.71
102 C -24.8108 -23.0129 8.3317  -0.48
103 C -23.4348 -22.9851 8.1652  -0.47
104 C -22.8452 -21.8574 7.6339  -0.32
105 H -25.4091 -19.9862 6.9651  0.20
106 H -26.6070 -21.8788 7.8418  0.45
107 H -25.4048 -23.8260 8.7282  0.38
108 H -22.7839 -23.7893 8.4855  0.50
109 H -21.7766 -21.7900 7.4703  0.27
110 N -18.8776 -19.7328 4.3298  -0.65
111 C -18.7264 -18.7272 3.4881  -0.38
112 C -19.5397 -17.6021 3.4850  -0.42
113 C -20.6283 -17.5630 4.3352  -0.28
114 C -20.7919 -18.6421 5.1848  -0.09
115 C -19.8557 -19.6553 5.2269  -0.43
116 H -17.8763 -18.7861 2.8203  0.41
117 H -19.2666 -16.7420 2.8818  0.44
118 H -21.3870 -16.7922 4.3614  0.46
119 H -21.6850 -18.6499 5.8016  0.64
120 H -19.9863 -20.5239 5.8605  0.38
121 N -23.0281 -9.0331 1.7396  -0.54
122 C -24.3551 -8.8925 1.8269  -0.54
123 C -25.1820 -9.8396 2.3822  -0.57
124 C -24.6090 -10.9703 2.9729  1.18
125 C -23.2460 -11.1106 2.9381  -0.35
126 C -22.5131 -10.1364 2.2625  -0.40
127 H -24.7317 -8.0492 1.2612  0.37
128 H -26.2545 -9.7147 2.4556  0.42
129 H -25.2317 -11.7118 3.4581  -0.31
130 H -22.7260 -11.9548 3.3724  0.39
131 H -21.4249 -10.2051 2.2432  0.36
132 N -21.2523 -15.1637 9.6503  -0.62
133 C -22.5724 -15.3047 9.6413  -0.41
134 C -23.2425 -16.3166 8.9788  -0.06
135 C -22.4647 -17.3138 8.4052  -0.06
136 C -21.0964 -17.2139 8.4238  -0.68
137 C -20.5295 -16.0823 9.0064  -0.42
138 H -23.1814 -14.5827 10.1732  0.44
139 H -24.3240 -16.3212 8.9599  0.46
140 H -22.9142 -18.1382 7.8573  0.40
141 H -20.4758 -18.0198 8.0576  0.46
142 H -19.4704 -15.8512 9.0185  0.41
143 N -26.2937 -15.5355 0.0709  0.07
144 C -27.2803 -15.5027 0.9356  -0.34
145 C -28.5780 -15.1238 0.6118  -1.38
146 C -28.8274 -14.7600 -0.6910  -0.27
147 C -27.7962 -14.7602 -1.6123  -0.93
148 C -26.5630 -15.1908 -1.1843  -0.24
149 H -27.0599 -15.8681 1.9307  0.86
150 H -29.4196 -15.2257 1.2840  0.56
151 H -29.8387 -14.5291 -1.0078  0.47
152 H -27.9526 -14.6122 -2.6712  0.44
153 H -25.7549 -15.3406 -1.8889  0.44

Cartesian forces (eV/Å) of the 2 atoms listed first:
C 0.92 -0.71 0.77
C 0.20 0.62 -0.89

Computed properties:
calculated total energy: -87005.6743 eV
orbital gap: 8.97 eV
energy relative to the best compared isomer or geometry (same formula, charge and spin): 0.0 kcal/mol